(1)
ORCA calculation (the ωB97M-V functional and the def2-TZVPD basis) on a cluster of 2 separate species, C5H10O in total.

Values from the calculation:
- LUMO level (Ha) = 0.03532
- E_tot (Ha) = -271.6539
- max |F| (Eh/bohr) = 0.006
- E_HOMO (eV) = -9.34
- orbital gap (eV) = 10.30

Geometry (Å):
C1 1.91 -1.19 -1.14
C2 -0.21 0.36 0.94
C3 -0.52 1.80 1.18
C4 -0.91 1.16 -0.11
C5 -1.54 -0.08 0.41
O1 -1.56 -1.12 -0.52
H1 2.05 -1.96 -0.38
H2 2.24 -1.56 -2.11
H3 2.50 -0.31 -0.87
H4 0.75 -0.14 0.88
H5 -1.28 2.09 1.91
H6 0.33 2.48 1.13
H7 -0.61 1.37 -1.13
H8 0.85 -0.93 -1.19
H9 -2.43 -0.03 1.05
H10 -1.58 -1.96 -0.05



(2)
ORCA calculation (the ωB97M-V functional and the def2-TZVPD basis) on a structure of composition C5H16CsO3 in a non-equilibrium geometry.

Values from the calculation:
- total charge = +1
- LUMO level (Ha) = -0.15607
- E_tot (Ha) = -445.6659
- max |F| (Eh/bohr) = 0.054
- E_HOMO (eV) = -12.44
- orbital gap (eV) = 8.19

Geometry (Å):
Cs1 -29.35 -2.47 -5.60
C1 -23.91 -0.80 -7.97
C2 -25.16 -0.97 -8.81
O1 -25.25 -0.02 -9.79
H1 -24.06 -1.10 -6.93
H2 -23.54 0.22 -8.00
H3 -23.05 -1.40 -8.27
H4 -26.08 -0.81 -8.24
H5 -25.09 -1.94 -9.30
H6 -26.12 -0.04 -10.18
C3 -24.05 -6.20 -4.82
C4 -25.38 -6.96 -5.05
O2 -26.17 -6.21 -5.95
H7 -23.47 -6.50 -5.69
H8 -23.67 -6.40 -3.82
H9 -24.30 -5.14 -4.82
H10 -25.94 -6.98 -4.11
H11 -25.16 -7.97 -5.40
H12 -27.11 -6.42 -5.89
C5 -33.48 0.19 -3.94
O3 -33.96 1.15 -4.79
H13 -33.09 -0.61 -4.56
H14 -32.57 0.53 -3.45
H15 -34.16 -0.30 -3.25
H16 -33.20 1.53 -5.25



(3)
ORCA calculation (the ωB97M-V functional and the def2-TZVPD basis) on a cluster of 2 separate species, C3H5NO in total in a non-equilibrium geometry.

Values from the calculation:
- LUMO level (Ha) = 0.01251
- E_tot (Ha) = -247.1829
- max |F| (Eh/bohr) = 0.074
- E_HOMO (eV) = -9.02
- orbital gap (eV) = 9.37

Geometry (Å):
C1 -1.37 0.25 0.14
C2 -0.29 0.72 -0.44
C3 1.68 -0.48 0.12
N1 -2.50 -0.19 0.27
O1 2.68 -0.49 -0.63
H1 0.14 0.26 -1.30
H2 0.18 1.75 -0.23
H3 0.89 -1.21 0.10
H4 1.62 0.17 1.05
H5 -3.02 -0.80 0.93